# 1
A 2-piece molecular cluster, C2H6N2 overall. Source: the Open Molecules 2025 dataset; level of theory: wB97M-V/def2-TZVPD.

ORCA input file:
```
! wB97M-V def2-TZVPD RIJCOSX def2/J DEFGRID3
* xyz 1 2
C -4.897 3.806 -1.941
N -5.213 2.669 -1.511
H -4.817 4.614 -1.198
H -4.589 3.887 -2.985
H -5.721 2.038 -2.156
C 4.946 -3.118 1.689
N 5.274 -3.567 2.829
H 4.363 -2.202 1.760
H 4.986 -3.621 0.726
H 5.668 -4.505 2.787
*
```

Summary:
HOMO-LUMO gap (alpha / beta): 4.36 / 1.17 eV
Relative energy (zero: lowest compared OMol25 entry of this formula, charge and spin): 86.44 kcal per mole

Results of the Löwdin charge analysis, in e, for atoms 1 through 5:
1. C 0.17
2. N 0.34
3. H 0.16
4. H 0.16
5. H 0.18



# 2
C23H43BrCl2CrN3O4Si as an isolated structure. Source: the Open Molecules 2025 dataset; level of theory: wB97M-V/def2-TZVPD.

ORCA input file:
```
! wB97M-V def2-TZVPD RIJCOSX def2/J DEFGRID3
* xyz 0 4
C 2.127 1.968 -2.757
C 2.641 1.863 -1.349
H 2.255 2.971 -3.189
H 1.049 1.722 -2.770
H 2.631 1.268 -3.446
C 3.396 2.809 -0.764
C 3.794 4.105 -1.396
H 3.791 2.630 0.248
H 3.226 4.330 -2.301
H 4.858 4.165 -1.645
H 3.621 4.915 -0.686
Cr -0.657 -0.734 0.084
Cl -2.510 -0.395 -1.431
C 1.245 -1.843 2.109
O 0.373 -0.968 1.860
N 1.760 -1.984 3.330
C 1.039 -1.489 4.506
C 2.823 -2.953 3.603
H 1.605 -2.510 1.315
H 0.040 -1.149 4.242
H 1.588 -0.665 4.970
H 0.975 -2.330 5.204
H 3.210 -3.340 2.650
H 2.387 -3.779 4.199
H 3.645 -2.465 4.151
H -4.327 -4.605 1.828
H -4.188 -5.561 -0.573
C -4.318 -3.600 1.393
C -4.168 -4.522 -0.922
N -3.647 -3.616 0.103
H -3.778 -2.902 2.034
C -2.594 -2.833 -0.092
O -2.107 -2.074 0.810
H -3.556 -4.482 -1.830
H -2.135 -2.908 -1.088
H -5.358 -3.281 1.262
H -5.198 -4.267 -1.192
H -0.159 3.071 -0.707
H 1.337 3.774 1.781
C -0.964 3.203 0.027
C 0.285 3.739 2.121
N -0.502 2.783 1.353
H -1.798 2.564 -0.263
C -0.873 1.590 1.842
O -1.534 0.742 1.180
H 0.283 3.443 3.173
H -0.590 1.388 2.887
H -1.259 4.258 0.089
H -0.149 4.750 2.004
O 0.731 0.772 -0.479
C 2.083 0.646 -0.570
C 2.638 0.961 2.037
C 2.862 0.387 0.776
H 1.737 1.559 2.250
C 3.588 0.782 3.062
H 2.313 -0.222 -1.222
C 3.928 -0.494 0.631
H 3.457 1.278 4.030
C 4.725 0.000 2.852
C 4.901 -0.631 1.623
H 3.993 -1.040 -0.315
H 5.477 -0.114 3.639
H 5.795 -1.218 1.404
Si -2.864 0.355 -3.664
Cl -1.108 1.586 -3.529
C -4.292 1.181 -2.700
C -2.867 -1.544 -3.972
C -3.585 0.789 -5.462
H -4.004 1.464 -1.675
H -5.091 0.428 -2.622
H -4.673 2.064 -3.229
H -3.960 1.813 -5.582
H -4.441 0.120 -5.596
H -2.885 0.578 -6.279
H -2.474 -2.151 -3.116
H -2.262 -1.803 -4.845
H -3.895 -1.907 -4.143
Br 0.560 -2.433 -1.257
*
```

Summary:
HOMO-LUMO gap (alpha / beta): 7.94 / 8.28 eV

Results of the Löwdin charge analysis, in e, for atoms 1 through 5:
1. C -0.07
2. C -0.21
3. H 0.07
4. H -0.04
5. H 0.10



# 3
C24H17IrN4O6S5 as an isolated structure. Source: the Open Molecules 2025 dataset; level of theory: wB97M-V/def2-TZVPD.

ORCA input file:
```
! wB97M-V def2-TZVPD RIJCOSX def2/J DEFGRID3
* xyz 1 2
Ir -0.161 0.077 0.535
O 2.733 1.767 3.024
C 1.723 1.227 2.393
O 1.604 1.250 1.165
C 0.696 0.578 3.266
C 0.683 0.411 4.636
C -0.395 -0.286 5.186
C -1.403 -0.795 4.376
C -1.318 -0.592 3.008
N -0.294 0.093 2.520
C -2.299 -1.083 1.941
O -3.331 -1.602 2.259
O -1.925 -0.843 0.690
H 3.364 2.139 2.384
H 1.484 0.797 5.251
H -0.434 -0.440 6.256
H -2.241 -1.353 4.772
O 2.733 -3.362 1.235
C 2.862 -3.653 -0.072
C 3.737 -4.692 -0.395
C 3.932 -5.053 -1.708
C 3.261 -4.392 -2.741
C 2.401 -3.367 -2.432
C 2.178 -2.975 -1.099
C 1.273 -1.863 -0.823
O 1.090 -1.527 0.437
N 0.714 -1.225 -1.843
N -0.037 -0.189 -1.403
C -0.703 0.611 -2.154
C -1.438 1.658 -1.440
C -2.236 2.590 -2.080
C -2.909 3.538 -1.324
C -2.769 3.536 0.053
C -1.956 2.580 0.636
N -1.302 1.672 -0.084
H 2.046 -2.680 1.320
H 4.241 -5.201 0.415
H 4.608 -5.867 -1.939
H 3.417 -4.683 -3.770
H 1.885 -2.832 -3.216
H -0.714 0.512 -3.232
H -2.331 2.563 -3.156
H -3.540 4.269 -1.810
H -3.281 4.253 0.676
H -1.820 2.528 1.708
C -1.493 -3.930 -3.189
S -0.708 -5.548 -3.070
C -0.158 -5.771 -1.450
C -0.500 -5.138 -0.244
S -1.529 -3.857 0.006
S 0.310 -5.821 1.161
C 1.221 -7.065 0.380
S 2.313 -8.025 1.103
S 0.981 -7.069 -1.346
H -1.706 -3.837 -4.253
H -0.813 -3.143 -2.872
H -2.412 -3.889 -2.617
*
```

Summary:
HOMO-LUMO gap (alpha / beta): 5.25 / 6.08 eV
Relative energy (zero: lowest compared OMol25 entry of this formula, charge and spin): 1.01 kcal per mole

Results of the Löwdin charge analysis, in e, for atoms 1 through 5:
1. Ir 1.50
2. O 0.20
3. C -0.41
4. O 0.02
5. C -0.15



# 4
A 13-piece molecular cluster, C2H29NO13 overall. Source: the Open Molecules 2025 dataset; level of theory: wB97M-V/def2-TZVPD.

ORCA input file:
```
! wB97M-V def2-TZVPD RIJCOSX def2/J DEFGRID3
* xyz 0 1
O -4.831 -1.044 -0.876
C -3.877 -1.698 -0.519
C -2.701 -1.059 0.256
N -3.181 0.025 1.080
H -3.854 -2.744 -0.792
H -1.971 -1.723 0.754
H -2.093 -0.702 -0.582
H -3.392 0.764 0.431
H -3.758 -0.166 1.874
H -1.969 2.177 -0.064
H -0.645 2.339 0.387
O -1.359 2.930 0.085
H 2.069 0.887 -1.619
H 2.736 1.442 -0.396
O 2.743 1.541 -1.357
H 3.381 -3.274 -0.641
H 1.938 -3.571 -0.219
O 2.641 -2.914 -0.151
H -0.920 -4.900 -0.750
H -0.904 -3.691 0.185
O -1.463 -4.178 -0.433
H 2.820 1.958 -3.739
H 1.460 2.495 -3.360
O 1.917 2.042 -4.078
H 3.124 -0.843 2.668
H 2.482 0.418 3.205
O 2.306 -0.538 3.072
H -1.914 1.124 -3.258
H -2.090 2.583 -2.574
O -1.520 1.830 -2.753
H 2.429 2.613 2.769
H 3.354 2.239 1.683
O 3.174 2.012 2.607
H -0.707 2.432 2.135
H -0.064 1.219 2.402
O 0.187 2.187 2.445
H 0.423 0.579 -3.009
H 1.540 -0.224 -3.586
O 1.007 -0.158 -2.792
H 0.615 -0.863 -0.634
H 0.832 -0.921 0.825
O 0.184 -1.201 0.166
H 0.633 -0.787 2.687
H -0.515 -0.195 3.684
O -0.270 -0.438 2.782
*
```

Summary:
HOMO-LUMO gap: 8.79 eV
Relative energy (zero: lowest compared OMol25 entry of this formula, charge and spin): 20.01 kcal per mole

Results of the Löwdin charge analysis, in e, for atoms 1 through 5:
1. O 0.02
2. C -0.23
3. C -0.25
4. N 0.02
5. H 0.10



# 5
C23H44BF4N3Tc as an isolated structure. Source: the Open Molecules 2025 dataset; level of theory: wB97M-V/def2-TZVPD.

ORCA input file:
```
! wB97M-V def2-TZVPD RIJCOSX def2/J DEFGRID3
* xyz 2 4
Tc -0.504 -1.250 -1.162
C 1.115 -2.068 1.303
C 2.186 -1.977 0.221
N 1.645 -1.194 -0.916
C 2.144 -1.667 -2.222
C 1.511 -3.026 -2.605
N 0.227 -3.214 -1.916
C 0.226 -4.245 -0.860
C -0.503 -3.747 0.393
N -0.205 -2.329 0.688
H 1.369 -2.847 2.029
H 1.041 -1.112 1.831
H 3.087 -1.509 0.623
H 2.466 -2.967 -0.137
H 1.975 -0.232 -0.810
H 1.866 -0.922 -2.969
H 3.235 -1.752 -2.223
H 1.354 -3.032 -3.686
H 2.197 -3.845 -2.376
H -0.494 -3.446 -2.594
H -0.271 -5.157 -1.203
H 1.250 -4.524 -0.608
H -1.581 -3.824 0.230
H -0.248 -4.389 1.240
H -0.895 -2.043 1.389
C -0.537 0.929 2.075
C 0.445 1.602 1.334
C 0.002 1.603 -0.044
C -1.139 0.712 -0.124
C -1.551 0.449 1.244
C -2.898 -0.047 1.646
C -2.865 -0.887 2.932
C -3.733 1.226 1.931
C -3.584 -0.827 0.521
C 0.275 2.503 -1.216
C 1.738 2.833 -1.537
C -0.478 3.819 -0.887
C -0.345 1.943 -2.507
C 1.682 2.163 1.997
C 2.965 1.580 1.374
C 1.685 3.702 1.922
C 1.730 1.806 3.491
H -0.529 0.834 3.142
H -1.930 0.971 -0.816
H -2.369 -0.358 3.741
H -2.367 -1.844 2.777
H -3.883 -1.094 3.252
H -3.307 1.801 2.748
H -4.742 0.930 2.207
H -3.793 1.859 1.050
H -2.963 -1.653 0.166
H -3.810 -0.186 -0.326
H -4.524 -1.242 0.874
H 2.269 3.274 -0.704
H 1.760 3.560 -2.347
H 2.274 1.947 -1.879
H -0.011 4.357 -0.071
H -1.511 3.614 -0.620
H -0.467 4.450 -1.772
H -0.062 0.895 -2.662
H 0.014 2.513 -3.359
H -1.429 2.013 -2.508
H 2.936 1.557 0.292
H 3.131 0.573 1.748
H 3.815 2.186 1.675
H 1.925 4.074 0.934
H 2.434 4.085 2.611
H 0.717 4.096 2.221
H 1.677 0.732 3.657
H 0.933 2.296 4.043
H 2.673 2.154 3.904
F -1.890 -0.940 -5.790
B -1.136 -1.505 -4.924
F -1.230 -2.764 -4.585
F -0.199 -0.831 -4.282
F -1.993 -1.141 -2.210
*
```

Summary:
HOMO-LUMO gap (alpha / beta): 7.83 / 7.31 eV
Relative energy (zero: lowest compared OMol25 entry of this formula, charge and spin): 26.38 kcal per mole

Results of the Löwdin charge analysis, in e, for atoms 1 through 5:
1. Tc 1.54
2. C -0.13
3. C -0.13
4. N -0.15
5. C -0.15



# 6
An isolated ion of composition C6H5N4O2 and charge +1. Source: the Open Molecules 2025 dataset; level of theory: wB97M-V/def2-TZVPD.

ORCA input file:
```
! wB97M-V def2-TZVPD RIJCOSX def2/J DEFGRID3
* xyz 1 1
N 2.801 -2.317 0.580
N 2.278 -1.320 0.329
N 1.680 -0.352 -0.060
C 0.298 -0.150 -0.041
C -0.252 0.663 0.918
C -1.612 0.882 0.936
C -2.433 0.145 0.033
C -1.933 -0.761 -0.840
C -0.494 -0.868 -0.931
N 2.402 1.152 -0.299
O 1.594 1.858 -0.686
O 3.504 1.114 0.006
H 0.447 1.031 1.561
H -2.106 1.574 1.657
H -3.480 0.289 0.047
H -2.459 -1.411 -1.502
H -0.234 -1.530 -1.710
*
```

Summary:
SMILES: N#[N+]N(c1ccccc1)[N+](=O)[O-]
HOMO-LUMO gap: 7.41 eV
Relative energy (zero: lowest compared OMol25 entry of this formula, charge and spin): 50.64 kcal per mole

Results of the Löwdin charge analysis, in e, for atoms 1 through 5:
1. N 0.40
2. N 0.01
3. N 0.06
4. C -0.26
5. C -0.03



What electronic energy values result from the calculations? In sequence: -188.86191 -6195.92910 -3690.35430 -1126.42087 -1571.79125 -600.61796 Ha.